The following is a quantum chemistry calculation of one molecule with the formula C4H8O2, from the OMol25 dataset.

```
14
Properties=species:S:1:pos:R:3:forces:R:3
C -2.01991 0.23714 -0.15419 -1.586 1.251 0.620
C -0.13482 -0.91427 0.34492 -2.773 -1.041 -0.628
C 1.87712 -0.32466 -0.37252 0.674 1.487 0.449
C 1.74629 0.98608 0.01582 -0.664 -1.346 -0.439
H -1.85898 1.18414 0.51641 -0.069 -1.642 -0.935
H -2.61696 0.56259 -1.01710 -0.033 -0.015 0.408
H -2.65599 -0.52118 0.44186 1.121 0.910 -0.791
H -0.68186 -1.85340 0.55240 -0.211 0.685 0.845
H -0.01784 -0.17674 1.13820 0.073 -0.394 0.581
H 2.78177 -0.67296 -0.88567 -0.346 0.141 0.474
H 0.81712 1.50897 0.36700 1.050 -0.948 -0.277
H 2.61052 1.63283 -0.07555 -0.030 -0.181 -0.286
O -0.84676 -0.27155 -0.70580 -0.186 -0.103 0.866
O 1.00030 -1.37698 -0.16577 2.980 1.195 -0.886
```
Forces are in eV/Å.

Summary:
- SMILES: C=COCOC
- HOMO: -9.173 eV
- ΔE to the lowest compared entry with this formula, charge and spin: 66.5 kcal/mol
- LUMO energy: 0.038 hartree
- HOMO-LUMO gap: 10.216 eV

=====

The following is a quantum chemistry calculation of C32H28CdFN7O4S as an isolated structure, from the OMol25 dataset.

```
74
Properties=species:S:1:pos:R:3:forces:R:3
Cd -0.75139 1.42154 -3.80359 0.450 -0.833 0.204
N -5.58474 6.99148 3.41663 -0.127 0.177 0.189
C -5.03421 6.37424 2.62120 -0.354 0.322 0.459
C -4.35722 5.59123 1.66021 0.535 -0.539 -0.703
C -3.42638 4.63764 2.07576 -0.134 0.123 0.033
C -2.75757 3.87411 1.14086 0.009 -0.042 -0.154
C -3.00904 4.03644 -0.21983 -0.222 0.149 0.215
C -3.94258 4.98618 -0.62698 0.119 -0.130 -0.041
C -4.60850 5.76354 0.29841 -0.044 0.028 0.219
C -2.31277 3.19390 -1.22545 0.304 -0.183 -0.266
C -3.06371 2.15379 -1.77197 -0.341 0.123 0.317
C -4.40470 1.81869 -1.40162 0.152 0.048 -0.018
C -4.76421 0.74119 -2.16652 -0.095 -0.049 0.034
C -3.64140 0.45089 -2.97754 -0.012 -0.047 0.048
N -2.63930 1.27327 -2.74343 -0.557 -0.267 0.272
C -0.98524 3.54401 -1.49493 -0.120 0.279 0.339
C -0.30307 4.66023 -0.92730 -0.068 -0.051 -0.023
C 0.97187 4.63819 -1.43105 0.096 0.093 0.085
C 1.03405 3.51824 -2.28523 0.038 -0.131 0.010
N -0.11788 2.86971 -2.32908 0.357 0.381 0.571
H -3.24310 4.50159 3.13178 0.030 0.005 0.048
H -2.03964 3.13499 1.46489 0.077 -0.057 -0.024
H -4.14296 5.10727 -1.68023 -0.009 0.010 -0.122
H -5.33136 6.49823 -0.02215 -0.042 0.067 -0.024
H -4.99730 2.32319 -0.66014 -0.084 0.056 0.077
H -5.70344 0.21747 -2.16577 -0.094 -0.047 -0.009
H -3.55482 -0.33636 -3.70929 0.028 -0.040 -0.103
H -0.72936 5.38122 -0.25362 -0.029 0.090 0.089
H 1.77241 5.32655 -1.23437 0.098 0.122 0.034
H 1.88991 3.17144 -2.84466 -0.015 -0.034 -0.151
C 4.62040 -3.80613 -1.24816 0.069 0.200 0.116
C 4.64410 -2.36240 -0.75475 0.271 -0.423 0.020
N 3.37793 -1.71445 -1.01294 0.087 0.413 -0.210
C 3.23599 -1.07897 -2.21558 -0.228 0.019 0.061
C 2.07948 -0.60083 -2.72210 -0.177 0.423 -0.588
C 2.16627 0.04562 -4.14393 0.366 -0.434 0.530
O 3.22153 -0.14874 -4.73698 0.429 -0.115 -0.049
O 1.17901 0.69775 -4.54104 -0.111 0.059 -0.131
C 0.85468 -0.75786 -1.97572 0.039 -0.030 -0.372
O -0.28465 -0.50821 -2.37877 0.357 -0.199 0.418
C 1.04877 -1.34569 -0.63528 -0.147 -0.312 0.530
C -0.06322 -1.47038 0.19666 0.334 -0.135 0.026
C 0.01962 -2.15531 1.38315 -0.256 0.123 -0.127
F -1.12701 -2.30881 2.10432 0.136 -0.021 -0.085
C 1.22029 -2.70650 1.83439 0.413 0.148 -0.382
C 2.34914 -2.52569 1.03710 -0.287 -0.008 0.143
C 2.28737 -1.86712 -0.20071 -0.540 0.060 0.090
N 1.36284 -3.48010 3.03704 -0.067 0.057 0.029
C 0.28757 -3.37839 4.00945 -0.231 0.028 0.162
C 0.81732 -3.83353 5.38663 -0.560 0.467 0.044
N 2.06799 -4.60019 5.15738 0.418 0.004 0.278
C 1.83711 -5.62736 4.11256 -0.065 -0.484 -0.557
C 1.68081 -4.88280 2.77348 0.056 -0.081 -0.247
H 5.58506 -4.27558 -1.08610 0.137 -0.137 0.018
H 4.39675 -3.82566 -2.31052 0.007 -0.019 -0.143
H 3.85271 -4.38187 -0.73756 -0.087 -0.097 0.094
H 5.41351 -1.80642 -1.29245 -0.064 0.021 0.132
H 4.88147 -2.31031 0.30954 0.045 0.082 -0.073
H 4.13329 -0.97609 -2.81396 -0.032 -0.033 -0.061
H -0.99859 -1.04916 -0.13738 -0.187 -0.007 -0.063
H 3.28648 -2.91686 1.39852 0.102 -0.052 0.021
H -0.58641 -3.98025 3.72795 0.076 0.071 0.048
H -0.03513 -2.34206 4.07295 -0.015 -0.119 0.078
H 0.09295 -4.47512 5.89124 0.204 -0.041 -0.009
H 1.03838 -2.98506 6.03657 0.138 -0.125 -0.075
H 2.43063 -5.00254 6.02729 -0.032 0.157 -0.247
H 2.74313 -3.93040 4.75902 -0.050 -0.138 0.234
H 0.93796 -6.18976 4.37349 0.096 0.168 0.116
H 2.67370 -6.32680 4.07960 -0.037 0.141 0.108
H 0.90818 -5.37926 2.17038 0.031 0.032 0.060
H 2.61454 -4.91535 2.20918 -0.106 -0.086 0.053
O -0.79935 4.03402 -7.29060 0.647 -0.006 0.193
S -0.31731 3.22141 -6.16155 -1.447 0.029 -0.537
N -1.35761 2.36509 -5.52679 0.326 0.777 -1.252
```
Forces are in eV/Å.

Summary:
- HOMO: -6.562 eV
- ΔE to the lowest compared entry with this formula, charge and spin: 0.4 kcal/mol
- LUMO energy: -0.077 hartree
- HOMO-LUMO gap: 4.465 eV

=====

The following is a quantum chemistry calculation of C31H37IrN2O as an isolated structure, from the OMol25 dataset.

```
72
Properties=species:S:1:pos:R:3:forces:R:3
C 1.72406 -0.11354 0.58950 0.708 0.282 -0.374
C 2.05698 -0.70724 -0.66605 0.135 -0.082 0.328
C 1.78123 0.20313 -1.69913 0.601 0.527 0.305
H 2.55232 -1.66836 -0.80392 -0.385 0.227 0.107
C 1.25052 1.40110 -1.09728 1.080 0.482 0.212
C 1.36031 1.27807 0.34261 1.021 0.231 -0.313
H 1.12746 2.36425 -1.57661 0.068 -0.208 -0.055
C -1.31690 -1.81093 1.43355 -0.884 0.628 -0.633
C -0.39058 -2.72625 0.99967 0.636 -1.341 -1.528
C -0.26625 -2.67540 -0.42154 0.823 -1.561 1.927
H 0.10271 -3.47563 1.60712 0.105 0.236 0.059
C -1.13522 -1.69345 -0.90979 -0.901 2.253 0.801
C -1.78034 -1.02154 0.26086 -1.699 -2.537 0.358
H 2.13599 0.09761 -2.73281 -0.570 -0.003 0.413
H 1.43428 2.12994 1.03036 -0.168 -0.546 -0.389
H 1.92665 -0.55777 1.56411 -0.182 0.153 -0.402
H -2.79909 -0.65002 0.19210 -0.198 -0.309 0.248
H 0.35255 -3.33719 -1.02233 -0.146 0.161 0.179
H -1.72329 -1.72024 2.43102 0.132 0.125 -0.035
Ir -0.53046 0.47010 -0.02745 3.237 -1.095 -1.000
C -1.60946 -1.45257 -2.31880 0.190 -0.231 -0.556
C -3.12683 -1.61182 -2.32131 -0.010 -0.166 -0.087
C -0.95504 -2.41832 -3.28371 -0.122 -0.324 -0.348
H -3.33675 -2.57363 -1.83138 -0.204 0.220 -0.275
H -3.51202 -1.61230 -3.34541 -0.087 -0.035 0.090
H -3.62158 -0.82453 -1.74936 0.038 -0.058 -0.137
H -1.22578 -3.44693 -3.01312 0.173 0.093 -0.289
H 0.14039 -2.29711 -3.28282 -0.345 -0.147 0.055
H -1.32501 -2.17511 -4.29139 0.165 -0.327 0.150
C -1.10857 -0.05005 -2.71111 -0.355 -0.246 0.590
C -1.94611 1.12009 -3.09734 0.121 -0.305 2.976
H -0.08448 -0.03828 -3.09300 -0.546 -0.134 -0.228
H -1.09639 0.31708 -1.68700 0.555 0.679 0.054
O -2.59233 1.61714 -2.14802 -0.063 -0.394 -3.854
N -1.55832 1.64858 -4.32762 -1.814 1.149 -0.483
C -0.41694 2.57212 -4.13483 0.175 -0.039 0.191
H -2.38711 2.08532 -4.74116 0.588 0.441 0.089
C 0.87364 1.93096 -4.57094 0.680 0.262 -0.548
C 2.05581 2.61611 -4.25590 -0.004 -0.429 0.014
H 1.99107 3.57090 -3.73096 0.070 -0.212 -0.093
C 3.29494 2.05971 -4.55456 -0.044 -0.117 -0.013
H 4.20940 2.57452 -4.25348 -0.265 -0.161 -0.136
C 3.36233 0.82624 -5.21246 -0.098 0.033 -0.127
H 4.33332 0.37667 -5.43101 -0.311 0.149 0.049
C 2.18715 0.18374 -5.61111 -0.143 0.242 0.234
H 2.22646 -0.75463 -6.16056 0.065 0.165 0.119
C 0.93797 0.73248 -5.28940 0.363 0.309 0.180
H 0.00832 0.24261 -5.56997 0.242 0.029 0.039
H -0.26695 2.86408 -3.06763 -0.538 -0.172 -0.615
H -0.60541 3.50605 -4.67738 0.028 -0.263 -0.013
C 0.91431 1.44718 5.35280 -0.332 0.268 0.179
N 0.05801 0.66533 4.52235 0.573 -0.229 -0.327
C -0.73388 -0.39477 5.06279 -0.346 0.205 -0.136
C 0.07382 0.87955 3.10523 0.052 -0.300 0.561
C -1.06850 1.72416 2.56969 -0.477 0.815 -0.171
C -1.82706 2.57472 3.38147 0.039 -0.088 0.090
C -2.82967 3.39498 2.84562 -0.086 -0.031 0.434
C -3.09544 3.37536 1.48304 -0.003 0.089 0.267
C -2.36426 2.52252 0.67833 -0.361 0.697 0.150
C -1.36666 1.72669 1.20012 -0.691 0.727 1.375
H 1.29277 0.83434 6.18332 0.100 0.236 -0.120
H 0.36529 2.30813 5.77322 0.392 0.057 0.186
H 1.74876 1.83639 4.74784 -0.123 -0.110 0.359
H -1.79675 -0.09379 5.12890 0.103 -0.318 0.158
H -0.67985 -1.28482 4.40576 0.025 0.189 0.384
H -0.37201 -0.63798 6.07222 -0.170 -0.100 -0.298
H 1.05145 1.34350 2.86707 -0.516 -0.144 -0.016
H 0.07613 -0.11904 2.62513 -0.139 0.464 -0.016
H -1.62857 2.58315 4.45475 -0.090 0.044 -0.214
H -3.42541 4.02991 3.50784 0.290 -0.178 -0.176
H -3.85623 4.00575 1.03000 0.025 -0.035 0.218
H -2.55326 2.49360 -0.37545 -0.182 0.107 -0.119
```
Forces are in eV/Å.

Summary:
- 2S+1: 5
- ⟨S²⟩: 6.0338
- HOMO (spin up / spin down): -5.195 / -7.259 eV
- LUMO energy (spin up / spin down): 0.020 / -0.065 hartree
- HOMO-LUMO gap (spin up / spin down): 5.749 / 5.488 eV

=====

The following is a quantum chemistry calculation of one molecule with the formula C3H7NO2, from the OMol25 dataset.

```
13
Properties=species:S:1:pos:R:3:forces:R:3
C -2.66318 -0.16398 -0.08948 1.447 2.623 -1.983
C 0.72837 0.64163 0.04520 -1.796 2.858 -1.321
C 1.85627 -0.46132 0.07310 -1.604 -4.589 -0.620
H -3.21484 -1.03540 0.25088 -0.057 -0.135 -0.993
H -2.65955 0.38701 -1.13902 -1.583 -1.822 1.705
H -2.94112 0.70764 0.58016 1.073 -1.173 -0.155
H 0.76197 1.86205 -0.14195 1.722 -3.234 0.866
H 1.83985 -1.16925 1.14752 0.083 2.495 -2.735
H 1.53561 -1.40237 -0.72857 0.674 2.904 2.040
H 3.35028 0.62759 0.57621 0.186 -2.935 -4.344
N -0.58688 0.60019 -0.08858 4.325 2.883 0.419
O -1.20660 -0.50624 -0.15599 -2.925 -3.468 1.565
O 3.19982 -0.08755 -0.32948 -1.545 3.593 5.556
```
Forces are in eV/Å.

Summary:
- SMILES: CO/N=C\CO
- HOMO: -9.094 eV
- ΔE to the lowest compared entry with this formula, charge and spin: 164.8 kcal/mol
- LUMO energy: 0.027 hartree
- HOMO-LUMO gap: 9.820 eV

=====

Number 1: F_max 3.3 eV Å⁻¹. Number 2: F_max 1.5 eV Å⁻¹. Number 3: F_max 3.9 eV Å⁻¹. Number 4: F_max 6.8 eV Å⁻¹.